(1)
16
Properties=species:S:1:pos:R:3:forces:R:3 method="wB97M-V/def2-TZVPD" e_tot_ha=-304.7451 e_above_lowest_kcal_mol=206.80 homo_ev=-8.8 orbital_gap_ev=6.31 spin_multiplicity=1
N 3.3030 -0.9696 -1.6868 -0.9 -0.5 -0.1
C -0.2448 0.2735 1.0954 -1.9 1.2 0.7
C 0.8973 -0.1371 -0.0109 2.1 -0.8 -2.2
O 2.0943 0.1864 0.3203 -1.2 0.8 1.4
C -1.3581 0.5800 0.5026 4.3 1.3 0.1
N -3.7973 0.5300 0.8043 1.3 -0.3 0.4
H 4.2040 -0.9268 -2.1283 0.2 0.4 0.3
H 3.0432 -0.3259 -0.9168 1.0 -0.2 -0.8
H 0.0906 0.5522 2.0885 0.2 -1.0 0.2
H 0.7282 -1.2245 -0.1351 -0.5 0.0 0.4
H 0.5517 0.3440 -0.9544 -0.3 -0.2 0.2
H 3.1836 -1.9019 -1.3151 0.1 -0.1 -0.1
H -2.6008 0.2966 0.7509 -5.2 -0.2 0.3
H -1.3538 1.5260 -0.0350 -0.7 -0.4 -0.6
H -4.3744 0.6182 -0.0202 0.7 0.0 -0.3
H -4.3667 0.5790 1.6406 0.7 -0.1 0.1

(2)
13
Properties=species:S:1:pos:R:3:forces:R:3 method="wB97M-V/def2-TZVPD" e_tot_ha=-1505.2469 e_above_lowest_kcal_mol=24.20 total_charge=+2 homo_ev="-16.3 / -16.3" orbital_gap_ev="5.34 / 5.83" spin_multiplicity=4
O -1.3299 0.2644 0.1893 -1.2 0.4 -0.4
C 1.6548 -2.4140 -3.3642 -1.8 -1.3 -1.0
O 1.7628 -1.8880 -2.3309 0.7 0.8 0.8
O -1.0030 1.8330 1.6260 -1.0 0.7 0.1
C -1.8222 1.2838 0.8012 2.7 -1.2 0.4
C 0.3059 1.1605 1.5115 0.7 -0.2 0.1
O 1.3348 -2.9865 -4.3125 1.0 0.6 0.4
C 0.0177 -0.1147 0.7609 0.5 -0.6 0.8
V -3.6380 2.0261 0.4655 -1.5 0.5 -0.2
H 0.6979 0.9974 2.5202 -0.1 0.0 -0.2
H 0.9431 1.8573 0.9555 -0.2 -0.1 0.2
F -0.3603 -1.0742 1.7333 0.1 0.7 -0.7
Li 1.4365 -0.9449 -0.5556 0.1 -0.4 -0.3